DFT (ωB97M-V/def2-TZVPD) results for a 17-piece molecular cluster, C58H161N23O21 overall.

Geometry as XYZ:
```
263
Properties=species:S:1:pos:R:3:forces:R:3:mulliken_charge:R:1
C 14.452 30.391 17.979 -0.5576 -0.1119 -0.3171 -0.8332
C 14.686 31.317 19.152 -1.4151 0.8587 -0.1780 0.8212
C 13.698 32.472 19.169 1.1573 1.8456 -1.3975 -1.2633
O 14.063 33.388 20.207 0.7061 -0.9001 0.3775 -0.3533
C 13.834 34.719 19.905 -1.5317 0.7346 -0.7050 -0.8258
N 14.470 30.624 20.379 0.4900 -1.5155 1.0851 -0.0089
H 13.386 30.129 17.910 0.2194 0.1310 0.1909 0.0351
H 14.974 29.442 18.127 0.2363 0.1435 -0.1290 -0.4065
H 14.710 30.837 17.011 0.2511 -0.0563 0.2174 0.8155
H 15.639 31.811 19.119 0.9075 0.0777 -0.2278 0.3632
H 12.656 32.218 19.277 -0.4566 -0.5250 0.0555 0.3756
H 13.835 33.038 18.215 -0.3302 -0.5068 0.2964 0.5027
H 12.806 34.814 19.502 0.3391 0.2075 -0.0702 0.3158
H 14.518 35.237 19.223 0.2678 -0.6679 -0.3150 0.3034
H 13.843 35.324 20.785 0.1033 0.0630 0.9588 0.2712
H 14.430 31.279 21.148 0.1116 0.1154 0.1251 0.3514
H 15.267 30.001 20.555 -0.2892 0.1516 0.1217 -0.4183
C 20.747 17.265 16.780 -0.4250 -0.0130 -0.5283 -1.2726
C 20.249 17.230 15.344 -0.7619 -0.1392 -0.8462 0.4932
C 19.280 16.054 15.039 1.3180 0.4623 -0.4167 1.1046
O 19.737 14.860 15.612 0.1849 -0.9184 -0.6352 -0.4328
C 20.842 14.338 14.874 1.0597 -0.0530 2.5631 -0.8193
N 19.515 18.424 14.880 0.2861 0.3037 0.1428 -0.5578
H 21.301 18.188 16.848 0.1216 0.4407 0.5567 0.4158
H 21.389 16.447 17.085 0.1507 -0.2817 -0.2794 0.4285
H 19.886 17.234 17.421 -0.3611 0.3630 0.6889 0.0695
H 21.125 17.108 14.719 0.2402 0.1006 -0.4317 0.3442
H 19.188 15.881 13.946 -0.2448 0.5192 0.4891 0.4906
H 18.333 16.287 15.480 -0.6432 0.0866 0.1249 -1.3952
H 20.796 14.455 13.800 -0.2648 0.1006 -0.2563 0.3434
H 20.953 13.291 15.186 -0.2687 0.0954 -0.4709 0.2953
H 21.766 14.813 15.310 -0.4934 -0.1586 -0.9007 0.2561
H 19.986 19.326 15.030 -0.1557 -0.7478 0.1713 0.2841
H 18.577 18.467 15.282 0.3433 -0.0396 0.0383 0.0488
C 13.165 24.463 13.597 0.2892 -0.8566 -0.1936 -2.1308
C 12.613 23.792 14.844 0.5266 -0.5178 0.3787 1.8523
C 11.728 22.584 14.495 0.8340 0.6220 0.1474 -1.1613
O 10.622 22.940 13.717 1.0108 -1.3148 -0.9869 -0.4960
C 9.880 23.981 14.189 -1.4510 1.5711 0.7320 -0.4305
N 13.737 23.299 15.668 0.0254 -0.0383 0.3806 1.2233
H 13.467 25.504 13.734 -0.1300 -0.2403 -0.0009 0.3599
H 12.402 24.354 12.818 0.2805 0.4047 -0.0892 0.5142
H 14.056 23.855 13.294 -0.6612 0.6284 -0.0851 0.3362
H 12.025 24.475 15.453 -0.0229 0.2698 0.0138 -0.9745
H 11.425 22.099 15.437 -0.1904 0.0225 -0.0241 0.5908
H 12.366 21.888 13.939 -0.3676 -0.0494 -0.1304 0.3997
H 10.260 25.033 13.926 -0.1591 -1.3646 0.4513 0.0659
H 9.751 23.884 15.312 -0.0976 0.3738 -1.0028 0.1507
H 8.908 23.857 13.674 0.2096 0.3686 0.5528 0.3714
H 13.424 22.476 16.193 0.2480 0.2391 0.0229 -0.8818
H 14.490 23.002 15.052 -0.1855 -0.3705 -0.1595 -0.4365
C 18.291 30.731 21.444 -0.7161 0.3821 -0.1479 -1.1330
C 19.027 29.595 20.810 1.1442 -1.5448 0.1015 -0.0603
C 18.270 28.271 20.763 -0.9183 -0.5789 -0.1356 0.1459
O 16.989 28.515 20.156 0.2065 0.7136 -0.2017 -0.2445
C 16.153 27.400 20.083 -0.2226 -1.1950 0.1794 0.6469
N 19.421 29.853 19.452 0.2158 1.5433 -0.6636 -0.6021
H 17.449 31.023 20.806 -0.1540 -0.1931 0.2787 -0.1463
H 18.860 31.648 21.567 0.4811 -0.1574 -0.0419 0.4081
H 17.950 30.408 22.424 -0.3230 0.1297 0.0999 0.3800
H 19.942 29.394 21.394 -0.1623 0.0513 -0.1030 0.4361
H 18.096 27.764 21.716 0.1658 0.1174 0.2445 0.4684
H 18.826 27.583 20.088 -0.1753 0.2012 0.5220 -0.3693
H 15.337 27.550 19.372 -0.0279 0.4728 0.1305 -0.5885
H 15.730 27.129 21.067 -0.0032 0.2195 -0.1527 0.4051
H 16.656 26.503 19.709 0.3805 0.0279 0.0094 -0.2817
H 20.051 29.169 19.057 -0.1614 -0.1593 0.0820 0.2485
H 18.570 29.866 18.906 0.1062 0.0195 -0.3431 0.2456
C 18.949 29.246 14.743 -0.6517 1.1012 0.1993 -1.8721
C 18.368 27.987 15.368 0.3083 -1.0049 0.1923 0.5706
C 19.375 27.049 15.988 0.5235 -0.3138 0.7878 -0.4452
O 20.103 27.761 16.980 0.8649 0.3053 -0.1246 -0.2590
C 21.360 27.139 17.230 -0.7675 -0.8400 -0.3575 -0.9100
N 17.347 28.182 16.423 0.0847 1.1550 -0.1640 0.1685
H 18.105 29.859 14.348 0.4321 -0.2416 0.3578 0.3781
H 19.601 29.117 13.874 0.0962 -0.4722 0.2674 0.3963
H 19.475 29.846 15.504 -0.1491 -0.2065 -0.3284 0.3326
H 17.947 27.376 14.575 -0.5321 -0.0329 -0.2191 0.2448
H 20.091 26.592 15.301 -0.0395 0.2539 -0.5183 0.6615
H 18.858 26.207 16.483 -0.1083 0.1870 -0.1505 -0.2333
H 21.947 26.946 16.320 -0.1726 0.3720 -0.0388 0.3297
H 21.153 26.162 17.652 0.1917 -0.4135 0.2952 0.1885
H 21.948 27.696 17.932 0.1275 0.5649 0.3413 0.4758
H 17.806 28.629 17.233 -0.0711 -0.5436 -0.3129 -0.4228
H 16.714 28.921 16.111 -0.0562 -0.2218 0.0251 0.1510
C 14.026 20.563 21.928 -0.6010 -0.6432 -0.6085 -1.6999
C 15.018 19.978 20.902 -0.1102 -0.1906 0.9786 1.5596
C 15.986 18.994 21.558 0.2990 -0.0728 0.0648 -0.4441
O 16.342 19.423 22.885 -0.8074 -1.1390 -0.8904 -0.3425
C 17.124 18.423 23.530 -0.2652 0.8454 0.8619 -0.7546
N 14.493 19.232 19.754 -0.3903 -0.4347 0.3765 0.1170
H 13.291 21.175 21.391 0.1534 0.0688 0.1858 0.1449
H 14.520 21.132 22.707 0.1946 0.2531 -0.0954 0.2699
H 13.481 19.775 22.450 -0.1120 -0.1876 -0.0437 0.4682
H 15.606 20.848 20.628 0.1333 0.0706 -0.8409 -0.7729
H 16.902 18.963 20.951 -0.0799 -0.2431 0.0448 0.1050
H 15.546 17.956 21.535 0.2546 0.8289 0.4059 0.4859
H 17.102 18.760 24.580 0.4613 -0.4470 -0.2780 0.2393
H 18.103 18.478 23.096 0.8846 -0.2195 0.0578 0.2457
H 16.786 17.372 23.482 -0.4418 0.5423 -0.2705 0.3355
H 13.900 19.752 19.108 0.1968 0.2537 0.4080 -0.2807
H 13.951 18.423 20.108 0.4281 0.7464 -0.3496 0.3367
C 13.369 24.679 20.222 0.5178 -0.6370 -0.3240 -1.6375
C 12.768 24.553 18.849 -1.0757 1.4332 0.1619 2.3168
C 11.215 24.561 18.827 0.6255 -0.2607 -0.7497 -0.7128
O 10.592 23.590 19.641 0.7876 -0.8437 -0.6381 -0.4530
C 9.905 24.026 20.765 -1.0181 0.1447 0.4199 -0.9201
N 13.158 25.729 18.043 -0.9981 0.1372 -0.9397 1.6576
H 13.241 25.621 20.721 -0.4549 0.6098 -0.0323 -0.0046
H 14.437 24.580 20.017 0.2658 -0.3385 0.6832 -0.0907
H 12.975 23.896 20.869 0.3899 -0.1819 0.0549 0.4324
H 13.125 23.668 18.363 0.0832 -0.8690 -0.0238 -0.0250
H 10.965 24.270 17.793 -0.2565 0.3209 0.0734 0.0509
H 10.846 25.566 19.045 -0.0394 -0.0689 0.1455 0.2886
H 10.574 24.421 21.514 0.1639 0.4334 0.2825 0.3102
H 9.385 23.158 21.206 0.1833 0.2560 -0.2795 0.3114
H 9.153 24.774 20.464 0.2386 -0.0600 0.3911 0.2776
H 12.625 25.710 17.136 0.9820 0.0895 0.9798 -1.1067
H 14.158 25.748 17.836 -0.4862 -0.2730 0.0657 -0.9503
C 23.544 25.077 13.993 -1.6976 -2.2803 -0.3977 -0.7858
O 22.142 24.635 14.196 1.8209 1.1487 -1.0034 -0.3712
C 22.013 23.677 15.189 0.4607 -0.8502 1.3085 0.0256
C 20.751 22.883 14.844 -1.7285 1.1143 0.5222 -0.0225
N 20.169 22.024 15.880 1.1890 0.5342 0.0853 -0.0474
C 20.017 22.659 17.192 -0.9790 -1.7906 0.8820 0.8755
C 19.416 21.569 18.179 -0.0733 2.2420 -0.0212 -0.0084
O 18.259 21.037 17.597 -0.4060 -1.1053 0.2847 0.8208
C 17.586 20.164 18.539 1.3400 -0.2961 -0.1794 -0.5764
H 23.464 25.686 13.107 0.3365 0.6643 0.1264 0.2848
H 24.119 24.157 13.694 -0.2188 0.8165 0.4562 0.3287
H 23.960 25.522 14.896 -0.0341 0.2611 -0.1443 0.2667
H 21.978 24.209 16.181 -0.2988 -0.7128 -0.6766 -0.3798
H 22.916 23.014 15.246 -0.5576 0.2755 -0.1600 0.4638
H 20.814 22.246 13.966 0.5687 0.2371 -0.2957 0.4694
H 19.994 23.706 14.582 0.9573 -0.6729 0.1078 -0.4286
H 19.272 21.722 15.510 0.0006 -0.0751 0.5059 0.0525
H 19.310 23.502 17.197 0.1595 0.0463 -0.0477 -0.3338
H 20.966 23.001 17.638 -0.2309 -0.1435 -0.4967 -0.8814
H 19.098 22.123 19.099 0.3411 -0.2080 -0.2984 -0.9085
H 20.097 20.794 18.509 0.4356 -0.2954 -0.3129 0.4824
H 18.146 19.217 18.757 -0.1881 0.7201 -0.5224 0.2924
H 16.624 19.898 18.103 -0.0757 0.2906 0.4655 -0.3642
H 17.607 20.688 19.516 -0.7577 -0.2043 -0.3089 0.0196
C 19.671 22.638 26.780 0.1155 -1.5439 -1.2142 -0.7942
O 19.057 23.347 25.729 -0.1488 0.5236 0.7353 -0.3315
C 17.864 22.731 25.286 -0.5458 1.6158 -0.1959 -0.4889
C 17.360 23.557 24.072 0.7987 -1.2257 -0.4584 -0.4377
N 18.480 23.871 23.163 -0.5683 0.2650 0.2098 0.1532
C 18.010 24.455 21.905 0.9551 -0.6011 -0.4077 -1.1663
C 19.211 24.748 20.961 -2.1796 -0.1566 0.0900 1.6954
O 20.069 25.519 21.708 1.3685 0.6703 0.9234 -0.5834
C 21.236 25.880 20.958 -1.8451 -0.2774 0.5666 -0.5090
H 20.145 21.729 26.332 -0.2087 0.3440 0.4519 0.2853
H 18.954 22.291 27.517 -0.2390 0.0919 0.3027 0.3096
H 20.453 23.199 27.249 0.2552 0.6654 0.1331 0.2520
H 17.075 22.724 26.093 0.7429 -0.1729 -0.6271 0.4556
H 18.095 21.739 24.940 -0.0133 -0.7431 -0.0388 0.1590
H 16.699 24.388 24.323 0.2478 0.3360 0.2469 0.4698
H 16.764 22.860 23.487 -0.5382 -0.0999 0.0339 0.0354
H 19.141 24.480 23.612 0.2117 0.2405 0.1634 0.2417
H 17.422 25.365 22.018 -0.1978 0.1713 0.1685 0.3705
H 17.395 23.671 21.471 -0.3587 0.1615 -0.4749 0.1436
H 18.855 25.336 20.095 0.1282 -0.5097 0.1940 -0.3396
H 19.609 23.784 20.588 0.3929 0.2968 0.1814 -0.5165
H 21.661 24.947 20.683 1.2472 -0.7610 -0.3685 0.3543
H 21.863 26.488 21.611 -0.0071 0.0664 -0.4845 0.3148
H 20.843 26.315 20.038 0.6193 0.7062 -0.1209 -0.0804
C 15.813 19.224 15.275 -0.8177 -1.4257 0.6225 -0.7700
O 16.370 17.925 15.527 -0.2877 -0.0014 0.6562 -0.1603
C 15.475 17.145 16.356 0.6247 0.6024 -0.3357 -0.2840
C 16.006 15.749 16.588 0.0288 -0.2119 0.7708 -1.1237
N 15.921 15.000 15.373 -0.6136 -0.0516 -0.1735 -0.3388
C 16.554 13.708 15.434 -1.0709 0.4783 -0.6761 -0.4692
C 16.558 13.141 14.061 1.2511 -0.1614 -1.7279 -0.7960
O 17.164 14.083 13.152 -0.8140 0.3484 0.1203 -0.1911
C 17.392 13.534 11.874 -0.1441 0.6034 -0.1476 -0.8857
H 14.836 19.023 14.827 -0.0297 0.5326 -0.4519 0.5051
H 16.480 19.749 14.638 0.4172 0.4508 -0.7204 0.2611
H 15.617 19.822 16.175 0.2709 -0.2231 0.1726 0.0489
H 14.504 17.068 15.835 0.1242 -0.0052 0.1706 0.4145
H 15.361 17.685 17.290 -0.2109 0.0426 0.3974 0.1635
H 15.376 15.259 17.361 0.0632 0.2870 -0.3483 0.4610
H 17.031 15.702 17.033 -0.3448 0.5178 -0.2137 0.2032
H 16.314 15.519 14.608 0.1858 0.2492 -0.2413 0.3984
H 15.955 13.050 16.041 -0.1295 -0.3694 0.5771 0.3912
H 17.543 13.795 15.809 1.2257 -0.2007 0.5055 0.2050
H 15.576 12.865 13.670 -0.1824 0.0454 0.2245 0.3960
H 17.234 12.289 13.981 -0.2519 -0.6340 0.4383 0.4623
H 18.077 12.708 12.016 0.3964 -0.3764 -0.4997 0.3534
H 17.802 14.333 11.239 0.2608 -0.3195 0.3612 0.2370
H 16.504 13.190 11.315 -0.0894 -0.0559 0.6238 0.3036
C 14.106 27.373 10.142 2.1178 -0.0283 -0.3129 -0.8397
O 14.464 27.221 11.499 -0.3939 1.0379 0.7456 -0.1806
C 15.311 28.192 12.133 0.6723 -1.1235 -0.0567 -1.1741
C 15.293 27.818 13.615 0.2092 1.5441 -1.1251 1.2457
N 13.970 28.096 14.120 0.2963 -0.0848 0.9836 -0.4263
C 13.889 27.865 15.551 0.7618 1.6596 0.0457 2.2856
C 12.569 28.258 16.133 0.5012 -1.9757 -0.5938 -0.3993
O 11.668 27.234 15.716 -1.4923 0.4206 0.8672 -0.3339
C 10.398 27.358 16.432 0.1168 -0.3435 -1.8204 -0.7681
H 13.335 26.654 10.023 -0.4827 -0.7570 -0.6223 0.2263
H 15.038 27.161 9.566 -0.7474 -0.3349 -0.1596 0.3028
H 13.767 28.318 9.709 -0.1919 0.5102 0.9796 0.3135
H 14.918 29.196 12.011 0.1252 0.2568 -0.2984 0.4331
H 16.365 28.051 11.771 -0.7479 0.4978 -0.0741 0.3679
H 16.097 28.351 14.171 -0.9052 0.1837 -0.3702 -0.3029
H 15.640 26.818 13.622 -0.0259 -1.7187 0.4035 -0.2393
H 13.275 27.527 13.668 -0.0992 -0.1584 -0.4394 0.4828
H 14.631 28.542 16.020 -0.1598 -0.4891 -0.1652 -1.1730
H 14.118 26.854 15.854 0.1992 -0.6451 0.0604 -0.5634
H 12.294 29.220 15.762 -0.5175 0.8668 -0.0801 1.0231
H 12.687 28.191 17.195 -0.2684 0.4547 0.7411 -0.7177
H 10.053 28.405 16.390 -0.0303 -0.3577 -0.1223 0.4356
H 10.475 27.080 17.479 0.1711 -0.2123 0.1226 0.1683
H 9.694 26.681 15.863 0.5927 0.7936 0.8758 0.1495
C 11.617 28.071 20.720 0.2834 0.4113 1.1861 0.3235
O 10.765 27.212 20.854 -0.3276 -0.0011 -0.1537 -0.5765
N 11.854 29.094 21.673 -0.4053 -0.6884 -1.0811 -0.4860
N 12.515 28.131 19.697 -0.6503 0.2543 0.4850 0.4375
H 11.057 29.294 22.285 0.6609 0.0998 -0.5997 0.2943
H 12.369 29.836 21.191 -0.4212 0.2495 0.9664 0.1461
H 12.584 27.309 19.108 0.4609 -0.2616 -0.0926 -0.3814
H 13.325 28.668 19.958 0.4221 0.0442 -0.5499 0.1899
C 16.899 22.901 13.385 0.8064 0.3873 0.0540 0.4979
O 15.878 22.216 13.431 0.5545 0.3851 -0.1598 -0.6464
N 17.717 22.949 12.241 -0.5587 0.0836 1.0058 -0.4149
N 17.342 23.639 14.461 -0.6168 -1.0849 -2.3502 0.2245
H 17.360 22.321 11.540 0.3306 0.2793 -0.3253 0.2969
H 18.452 23.644 12.033 -0.9989 -0.8537 0.3907 0.1621
H 18.237 24.033 14.426 1.0593 0.6680 0.2271 0.0177
H 16.799 23.674 15.273 -0.5699 0.1379 1.1367 -0.1913
C 19.947 20.376 21.446 2.1326 0.7912 -0.4965 0.4639
O 19.603 19.374 20.871 -0.1622 -0.4879 -0.3392 -0.5247
N 21.193 21.045 21.204 -0.5373 -0.9577 -0.9279 -0.3493
N 19.244 21.056 22.380 -2.4433 -0.2827 -0.3892 -0.0199
H 21.871 20.615 20.570 -0.6766 -0.1465 0.6639 0.2466
H 21.602 21.453 22.013 0.3237 0.3818 0.4484 0.2047
H 18.210 20.872 22.238 1.5265 0.2085 0.7273 -0.0998
H 19.443 22.048 22.358 -0.2838 0.3759 0.5527 0.1002
C 11.760 20.514 17.932 0.7430 0.2775 1.2103 0.4594
O 12.861 21.093 18.109 -1.8152 -0.9213 -1.1752 -0.0665
N 11.637 19.206 17.473 -0.1348 0.2833 -0.3501 -0.4908
N 10.559 21.059 18.354 0.8366 -0.8461 -0.2794 -0.4177
H 10.722 18.866 17.192 0.2131 0.3910 0.1895 0.2242
H 12.355 18.815 16.885 0.3890 0.2782 0.1944 0.1804
H 10.679 21.890 18.947 -0.3803 -0.2410 -0.0779 0.2475
H 9.898 20.330 18.633 0.1130 0.8826 -0.0383 0.2515
C 24.004 23.353 18.300 -0.1545 -1.7379 0.1887 0.5224
O 23.393 24.403 18.200 1.0406 -0.8613 -0.1075 -0.4335
N 25.278 23.042 17.690 -1.7900 1.0706 0.6056 -0.4942
N 23.421 22.221 19.036 3.2853 2.0397 -1.5137 -0.3549
H 25.831 22.298 18.102 -0.1230 0.4178 -0.2176 0.1912
H 25.756 23.794 17.161 -0.6137 -0.8790 0.9388 0.2413
H 23.789 21.322 18.773 -0.2802 -0.1205 -0.0507 0.2711
H 22.457 22.300 19.184 -1.4120 0.1160 0.1662 0.0230
C 16.655 24.199 17.849 0.9062 -0.6862 2.1609 0.1118
O 17.602 24.622 18.523 -0.2702 -0.7016 -0.3518 0.6665
N 16.107 22.925 18.046 0.3874 3.0368 -0.1336 1.3843
N 16.076 24.930 16.916 -2.4126 -1.0582 -1.8391 2.0560
H 15.266 22.650 17.600 -0.4953 -0.4547 -0.3813 -0.4396
H 16.779 22.302 18.371 0.7089 -1.4406 0.4505 -0.5526
H 15.261 24.417 16.529 0.0823 1.0331 -0.2225 -1.3014
H 16.105 25.922 16.832 0.6304 0.6948 0.1827 -0.5291
```
Positions in Å, forces in eV/Å.

Calculated values
HOMO-LUMO gap: 0.323 Eh
Net charge: 0
Calculated total energy: -5145.7975 Eh
Multiplicity: 1